The following is a quantum chemistry calculation of a 3-piece molecular cluster, C22H24F16NO5S overall in a non-equilibrium geometry, from OMol25.

ORCA input file:
```
! wB97M-V def2-TZVPD RIJCOSX def2/J DEFGRID3
* xyz -1 1
C 3.100 -1.668 -3.369
C 2.090 -0.741 -2.480
C 0.618 -0.975 -3.110
C -0.434 0.185 -2.766
N -0.335 1.399 -3.621
S -0.882 1.125 -5.245
C -0.452 0.568 -1.182
O 0.155 1.573 -0.698
O -1.244 -0.291 -0.397
O 2.377 0.665 -2.584
C 3.602 1.029 -1.913
C 4.139 2.357 -2.671
C 3.305 3.651 -2.403
C 3.626 5.024 -3.065
C 4.835 5.058 -4.046
C 5.693 3.767 -4.301
C 5.359 2.386 -3.623
H 2.596 -2.603 -3.782
H 4.007 -1.933 -2.721
H 3.487 -0.959 -4.199
H 2.059 -1.152 -1.413
H 0.188 -2.009 -2.821
H 0.739 -1.012 -4.258
H -1.487 -0.266 -2.960
H -0.762 2.229 -3.190
H -0.475 2.288 -5.928
H 3.323 1.316 -0.824
H 4.387 0.202 -1.855
H 2.407 3.618 -1.696
H 2.965 5.925 -2.850
H 5.051 6.057 -4.561
H 6.553 3.900 -5.047
H 5.970 1.436 -3.832
C -4.229 1.320 1.787
C -3.144 2.393 1.565
C -1.734 2.007 2.005
F -1.658 1.772 3.336
F -0.865 3.020 1.749
F -3.541 3.553 2.152
F -3.107 2.647 0.225
O -5.053 1.469 2.954
C -4.570 0.914 4.159
C -4.358 1.972 5.245
F -3.444 2.892 4.867
F -3.891 1.406 6.387
F -3.469 0.183 3.917
F -5.519 0.034 4.568
H -4.931 1.425 0.954
H -3.838 0.304 1.690
H -1.379 1.121 1.470
H -5.290 2.494 5.471
C 0.217 -4.355 1.386
C -1.189 -3.935 0.912
C -1.658 -2.556 1.370
F -1.756 -2.469 2.716
F -2.898 -2.292 0.882
F -2.081 -4.898 1.266
F -1.163 -3.935 -0.453
O 0.278 -5.223 2.527
C 0.272 -4.615 3.802
C -0.937 -5.035 4.643
F -2.098 -4.678 4.053
F -0.914 -4.431 5.857
F 0.381 -3.282 3.672
F 1.411 -5.025 4.414
H 0.642 -4.955 0.576
H 0.896 -3.504 1.484
H -0.988 -1.768 1.014
H -0.953 -6.118 4.792
*
```

Computed properties:
Maximum force = 0.107 hartree/bohr
HOMO energy = -0.193 Ha
Kohn-Sham gap = 7.77 eV

The following is a quantum chemistry calculation of CH2N4O3 as an isolated structure in a non-equilibrium geometry, from OMol25.

ORCA input file:
```
! wB97M-V def2-TZVPD RIJCOSX def2/J DEFGRID3
* xyz 0 3
C -0.914 0.512 0.514
N -0.898 -0.251 1.526
N -1.042 -2.271 -0.986
N -1.101 -3.141 -0.303
N -1.701 2.024 0.614
O -0.698 0.344 -0.681
O -1.946 2.295 -0.573
O -0.986 -4.055 0.409
H -0.933 0.342 2.295
H -1.018 1.435 -1.182
*
```

Computed properties:
Maximum force = 0.084 hartree/bohr
HOMO energy (alpha / beta) = -0.350 / -0.405 Ha
Kohn-Sham gap (alpha / beta) = 10.30 / 7.91 eV

The following is a quantum chemistry calculation of a 4-piece molecular cluster, C17H28NO12PS overall in a non-equilibrium geometry, from OMol25.

ORCA input file:
```
! wB97M-V def2-TZVPD RIJCOSX def2/J DEFGRID3
* xyz 0 1
C 2.895 -0.780 1.586
C 2.495 -0.714 0.094
C 1.403 -1.732 -0.224
C 1.204 -1.924 -1.726
C 0.107 -1.405 0.560
N -0.054 -0.057 1.057
C -1.036 0.567 0.229
O -1.011 1.640 -0.212
C -2.144 -0.500 0.043
C -1.270 -1.731 -0.139
P -2.070 -3.096 0.782
O -1.121 -4.386 0.628
O -3.429 -3.528 0.065
S -2.372 -2.708 2.655
H 3.935 -0.573 1.741
H 2.305 -0.072 2.151
H 2.607 -1.764 1.940
H 2.202 0.288 -0.193
H 3.377 -1.024 -0.459
H 1.775 -2.672 0.170
H 2.192 -1.968 -2.175
H 0.658 -1.124 -2.207
H 0.756 -2.894 -1.901
H 0.137 -2.096 1.395
H -0.355 -0.084 2.024
H -2.685 -0.421 0.984
H -2.733 -0.181 -0.802
H -1.258 -2.039 -1.184
H -0.430 -4.317 1.304
H -3.777 -2.823 -0.501
C -4.717 3.832 0.141
C -4.019 3.192 1.317
O -5.069 2.436 1.928
C -6.007 2.179 0.978
O -6.921 1.437 1.113
O -5.751 2.891 -0.154
H -4.062 3.968 -0.716
H -5.174 4.791 0.396
H -3.225 2.510 1.009
H -3.611 3.919 2.015
C 7.351 1.279 2.389
C 8.165 0.671 3.508
O 7.180 -0.049 4.252
C 6.143 -0.328 3.417
O 5.243 -1.054 3.678
O 6.283 0.341 2.241
H 7.909 1.376 1.461
H 6.931 2.250 2.656
H 8.916 -0.033 3.145
H 8.651 1.416 4.133
C -2.282 0.913 -5.551
C -3.469 1.261 -4.682
O -3.403 0.260 -3.661
C -2.125 -0.177 -3.589
O -1.708 -0.885 -2.725
O -1.389 0.297 -4.617
H -1.820 1.783 -6.010
H -2.530 0.189 -6.329
H -3.374 2.244 -4.217
H -4.416 1.210 -5.213
*
```

Computed properties:
Maximum force = 0.079 hartree/bohr
HOMO energy = -0.315 Ha
SMILES string = CC[C@H](C)[C@H]1NC(=O)C[C@@H]1P(O)(O)=S.O=C1OCCO1.O=C1OCCO1.O=C1OCCO1
Kohn-Sham gap = 8.89 eV